Record 1
9
Properties=species:S:1:pos:R:3 method="wB97M-V/def2-TZVPD" charge=+1 e_tot_ev=-12361.8332 spin_multiplicity=7
F -1.38 1.59 -0.11
C -0.97 0.10 0.34
C 0.10 -0.55 -0.35
O 1.37 -0.21 0.10
H -0.86 0.26 1.42
H -0.03 -0.45 -1.44
Ru 3.12 -0.03 -0.02
Li -1.29 -2.28 -0.09
F -2.23 -0.55 0.09



Record 2
7
Properties=species:S:1:pos:R:3 method="wB97M-V/def2-TZVPD" charge=0 spin_multiplicity=3 relative_energy_kcal_mol=64.3
C 1.60 1.39 -0.55
C -0.71 -0.53 0.42
O 2.38 1.06 -1.30
F -1.24 -1.68 0.71
F -0.94 -0.34 -0.91
H 0.46 -0.15 0.85
H -1.57 0.25 0.79



Record 3
13
Properties=species:S:1:pos:R:3 method="wB97M-V/def2-TZVPD" charge=0 spin_multiplicity=3 relative_energy_kcal_mol=5.2
C 0.78 -0.35 -0.82
C -0.07 -1.14 0.06
O 1.16 2.15 -0.18
O -0.53 1.74 -1.93
O -1.82 -0.69 2.02
O 0.38 0.53 2.21
O -1.15 1.08 0.33
F 0.47 -2.30 0.56
F -1.21 -1.52 -0.58
S 0.13 1.37 -0.72
S -0.69 -0.09 1.43
H 1.85 -0.04 -0.51
H 0.70 -0.74 -1.88



Record 4
9
Properties=species:S:1:pos:R:3 method="wB97M-V/def2-TZVPD" charge=0 spin_multiplicity=1 relative_energy_kcal_mol=136.9
C -0.85 -1.31 -0.46
C 0.72 0.99 0.88
N -0.44 -0.34 -1.08
O -0.08 0.16 -2.07
F 0.30 1.40 2.09
F 1.86 0.37 1.07
F 0.84 2.03 0.07
H -1.31 -2.06 -1.06
H -1.04 -1.24 0.55



Record 5
9
Properties=species:S:1:pos:R:3 method="wB97M-V/def2-TZVPD" charge=0 spin_multiplicity=3 relative_energy_kcal_mol=25.0
C 0.09 -1.16 -0.62
C 2.30 0.36 -0.17
N 1.25 -0.62 0.02
O -0.50 -0.88 -1.62
F 2.67 0.69 1.09
F 3.35 -0.17 -0.75
F 1.96 1.47 -0.83
H -0.11 -2.10 -0.06
H 1.22 -1.11 1.00



Record 6
10
Properties=species:S:1:pos:R:3 method="wB97M-V/def2-TZVPD" charge=0 smiles="NOC(=O)C(F)(F)F" spin_multiplicity=1 relative_energy_kcal_mol=56.4
C -0.08 0.39 -0.02
C -1.63 0.00 0.05
N 2.06 -0.44 0.01
O 0.29 1.51 -0.05
O 0.69 -0.66 -0.06
F -1.78 -1.30 -0.01
F -2.25 0.55 -1.09
F -2.31 0.50 1.08
H 2.41 -0.17 0.92
H 2.59 -0.40 -0.84



Record 7
8
Properties=species:S:1:pos:R:3 method="wB97M-V/def2-TZVPD" charge=0 spin_multiplicity=1 relative_energy_kcal_mol=51.4
C 0.35 -0.44 0.75
C -0.66 0.32 0.00
F 1.57 0.12 0.69
F -0.66 1.68 -0.01
F -1.90 -0.11 0.35
P -0.16 -0.50 -1.71
H 0.40 -1.22 1.42
H 1.07 0.14 -1.49



Record 8
8
Properties=species:S:1:pos:R:3 method="wB97M-V/def2-TZVPD" charge=+2 spin_multiplicity=8 relative_energy_kcal_mol=3.3
H -0.55 0.34 2.24
O -0.54 1.22 0.35
C -0.71 0.30 1.11
C -0.04 -1.05 0.76
O 0.51 -1.09 -0.33
H -0.31 -1.96 1.32
F 1.13 1.49 -3.61
Gd 0.51 0.75 -1.83



Record 9
9
Properties=species:S:1:pos:R:3 method="wB97M-V/def2-TZVPD" charge=0 spin_multiplicity=1 relative_energy_kcal_mol=129.6
C -0.94 0.25 -1.31
C 0.55 1.10 0.54
O 0.67 -1.87 -0.89
O 0.27 -0.17 1.15
F -1.30 -1.87 0.53
S -0.26 -0.97 -0.24
I 2.44 1.34 -0.32
H -1.81 0.33 -0.64
H 0.37 1.86 1.19



Record 10
7
Properties=species:S:1:pos:R:3 method="wB97M-V/def2-TZVPD" charge=+1 e_tot_ev=-12034.9160 spin_multiplicity=2
F 0.25 -1.50 0.47
O -0.69 0.41 1.02
C 0.13 -0.04 0.17
C 0.56 0.40 -1.02
In -1.65 -0.37 2.40
H 1.29 -0.18 -1.58
H 0.11 1.29 -1.45



Record 11
8
Properties=species:S:1:pos:R:3 method="wB97M-V/def2-TZVPD" charge=+2 spin_multiplicity=1 relative_energy_kcal_mol=1.7
C 2.15 -0.14 -0.04
F 1.95 -1.41 0.07
H 2.90 0.02 -0.84
C -1.22 0.95 0.31
O -1.36 0.00 -0.48
Mg 0.81 1.32 1.00
Tl -3.05 -2.02 -0.81
H -2.17 1.28 0.80



Record 12
6
Properties=species:S:1:pos:R:3 method="wB97M-V/def2-TZVPD" charge=0 spin_multiplicity=1 relative_energy_kcal_mol=58.1
C -0.59 -0.43 0.51
C 0.27 0.32 -0.29
N -0.03 -1.14 -0.38
F 1.51 0.65 0.15
H -1.39 -0.66 1.31
H 0.24 1.26 -1.30



Record 13
9
Properties=species:S:1:pos:R:3 method="wB97M-V/def2-TZVPD" charge=0 smiles=Fc1n[nH]nc1S spin_multiplicity=1 relative_energy_kcal_mol=0.0
C 0.18 0.38 0.55
C 0.28 -0.77 -0.28
H 1.60 -0.42 2.12
H -1.74 0.87 -1.83
N -0.73 1.17 -0.02
N -1.07 0.53 -1.15
N -0.50 -0.65 -1.35
F 1.05 -1.83 -0.10
S 0.94 0.72 2.06



Record 14
7
Properties=species:S:1:pos:R:3 method="wB97M-V/def2-TZVPD" charge=0 spin_multiplicity=1 relative_energy_kcal_mol=131.6
C 0.34 0.22 -0.41
C -1.03 -0.10 -0.05
N 1.50 0.32 -0.20
O 3.30 0.42 0.38
F -1.16 -1.45 0.06
H -1.78 0.26 -0.75
H -1.18 0.33 0.96



Record 15
8
Properties=species:S:1:pos:R:3 method="wB97M-V/def2-TZVPD" charge=0 spin_multiplicity=1 relative_energy_kcal_mol=177.2
C -0.16 -0.54 -0.57
C 0.97 -0.93 -0.05
N 4.38 0.59 0.18
O 5.05 -0.19 -0.39
O 3.15 0.69 0.33
F 1.69 -1.95 0.16
H -0.88 -1.17 -0.97
H -0.24 0.44 -0.71



Record 16
8
Properties=species:S:1:pos:R:3 method="wB97M-V/def2-TZVPD" charge=0 spin_multiplicity=1 relative_energy_kcal_mol=93.9
C -1.10 -0.27 1.10
C 0.30 0.92 -0.42
N 0.15 0.09 0.53
O 1.17 -0.45 1.05
O -2.13 0.27 0.82
F -0.76 1.54 -0.97
H -0.79 -1.18 1.56
H 1.23 0.96 -1.09



Record 17
8
Properties=species:S:1:pos:R:3 method="wB97M-V/def2-TZVPD" charge=0 spin_multiplicity=1 relative_energy_kcal_mol=179.5
C -0.35 0.40 0.39
C -1.12 1.36 0.04
N -3.58 -0.76 0.10
O -4.34 -1.50 -0.50
O -3.54 0.45 0.16
F -1.15 2.62 -0.27
H 0.84 0.40 0.55
H -0.86 -0.48 0.59



Record 18
8
Properties=species:S:1:pos:R:3 method="wB97M-V/def2-TZVPD" charge=+1 spin_multiplicity=7 relative_energy_kcal_mol=4.8
Ru 1.00 0.67 -0.69
F -1.50 0.33 -1.01
O -0.11 1.00 0.85
C -0.89 -0.07 0.86
C -0.11 -1.28 0.64
O 0.97 -1.17 -0.10
H -1.75 -0.11 1.54
H -0.52 -2.27 0.87



Record 19
8
Properties=species:S:1:pos:R:3 method="wB97M-V/def2-TZVPD" charge=-1 spin_multiplicity=1 relative_energy_kcal_mol=40.6
C -0.88 1.01 -0.33
C -0.36 0.19 0.61
O 0.99 -2.44 0.13
O 1.72 -0.46 -1.21
F -0.77 0.13 1.89
S 1.45 -1.00 0.12
H -0.35 1.10 -1.24
H -1.81 1.48 0.03



Record 20
9
Properties=species:S:1:pos:R:3 method="wB97M-V/def2-TZVPD" charge=-1 spin_multiplicity=1 relative_energy_kcal_mol=37.2
C -1.67 1.31 0.28
C 0.03 0.55 -0.25
O 2.44 0.38 0.89
O -2.18 1.68 1.30
O 2.22 1.88 -0.94
F -2.52 1.20 -0.79
S 1.57 1.44 0.33
H -0.20 0.48 -1.32
H 0.11 -0.33 0.43



Record 21
7
Properties=species:S:1:pos:R:3 method="wB97M-V/def2-TZVPD" charge=0 spin_multiplicity=1 relative_energy_kcal_mol=50.9
C -1.71 -0.54 -0.05
C -0.78 0.28 0.38
O -2.53 -1.29 -0.40
F 2.36 -0.18 -0.82
P 3.37 0.69 0.00
H -0.33 0.07 1.24
H -0.37 0.97 -0.35



Record 22
7
Properties=species:S:1:pos:R:3 method="wB97M-V/def2-TZVPD" charge=+1 spin_multiplicity=1 relative_energy_kcal_mol=0.0
C -1.64 -0.13 0.05
C -0.37 -0.32 -0.15
O 0.72 -0.71 -0.40
H -2.25 -0.97 0.39
H -2.09 0.81 -0.25
F 2.85 1.53 0.53
Pb 2.78 -0.21 -0.16



Record 23
7
Properties=species:S:1:pos:R:3 method="wB97M-V/def2-TZVPD" charge=+1 e_tot_ev=-7516.7772 spin_multiplicity=2
H -1.92 2.31 2.37
C -2.37 1.33 2.16
C -3.69 1.39 1.75
O -4.80 1.63 1.72
Rb 2.72 -0.60 -0.67
F 0.45 0.27 0.60
H -2.19 0.67 3.01



Record 24
7
Properties=species:S:1:pos:R:3 method="wB97M-V/def2-TZVPD" charge=+3 e_tot_ev=-9831.7784 spin_multiplicity=6
H 1.43 1.38 0.97
C 1.54 0.83 0.03
C 2.07 -0.45 0.09
O 2.26 -1.56 0.14
Rh -2.82 0.61 -0.14
F -1.12 0.21 -0.01
H 1.44 1.30 -0.95



Record 25
7
Properties=species:S:1:pos:R:3 method="wB97M-V/def2-TZVPD" charge=+1 spin_multiplicity=1 relative_energy_kcal_mol=0.0
C 0.38 2.85 -0.80
C -0.05 1.63 -0.67
O -0.68 0.63 -0.64
H -0.34 3.67 -0.73
H 1.39 3.03 -1.15
F 1.22 -1.44 1.07
Sr -0.68 -1.66 0.31



Record 26
6
Properties=species:S:1:pos:R:3 method="wB97M-V/def2-TZVPD" charge=0 spin_multiplicity=1 relative_energy_kcal_mol=206.8
C 2.13 0.03 -0.54
C 1.11 -1.83 0.22
F 3.20 0.21 0.17
P 0.57 -0.32 0.08
H -0.04 -0.06 -1.04
H -0.28 0.23 1.06



Record 27
6
Properties=species:S:1:pos:R:3 method="wB97M-V/def2-TZVPD" charge=0 spin_multiplicity=1 relative_energy_kcal_mol=58.2
C 0.52 -0.34 1.16
C -0.35 0.34 0.41
F -0.58 -0.65 -1.90
P 0.37 0.50 -1.25
H 1.52 -0.23 0.97
H -1.48 0.39 0.61



Record 28
6
Properties=species:S:1:pos:R:3 method="wB97M-V/def2-TZVPD" charge=0 spin_multiplicity=1 relative_energy_kcal_mol=10.4
F -1.82 -0.06 0.52
C -0.67 0.41 -0.42
C 0.38 -0.33 -0.61
H -0.72 1.49 -0.27
H 0.19 -1.32 -1.06
Rb 2.64 -0.19 1.83



Record 29
10
Properties=species:S:1:pos:R:3 method="wB97M-V/def2-TZVPD" charge=0 smiles="C=C(I)P(I)#S#P=S" spin_multiplicity=1 relative_energy_kcal_mol=10.1
C -0.43 0.19 -0.04
C -1.73 0.08 -0.12
P -3.42 2.00 1.83
P -2.69 -0.86 1.20
S -4.35 3.55 1.17
S -4.46 0.36 1.17
I -2.72 0.64 -2.00
I -3.43 -3.04 -0.23
H 0.19 0.80 -0.65
H 0.04 0.02 0.91



Record 30
9
Properties=species:S:1:pos:R:3 method="wB97M-V/def2-TZVPD" charge=0 spin_multiplicity=3 relative_energy_kcal_mol=6.2
C -0.43 0.19 1.63
C -0.04 0.48 0.29
N -1.02 0.22 2.61
O 1.93 -1.32 0.04
O 1.79 0.55 -1.60
S 1.45 -0.04 -0.36
I -2.15 -0.60 -1.85
H -0.42 1.50 -0.13
H -1.10 -0.97 -0.63



Record 31
7
Properties=species:S:1:pos:R:3 method="wB97M-V/def2-TZVPD" charge=+2 spin_multiplicity=2 relative_energy_kcal_mol=0.3
O 1.46 -0.29 0.15
C 0.26 -0.76 0.14
C -0.83 0.15 0.09
O -0.60 1.39 -0.10
In 1.47 1.55 -0.25
H 0.11 -1.82 -0.07
H -1.86 -0.23 0.04



Record 32
7
Properties=species:S:1:pos:R:3 method="wB97M-V/def2-TZVPD" charge=+1 spin_multiplicity=5 relative_energy_kcal_mol=3.1
H 1.00 1.11 -1.52
O -1.56 -0.09 0.06
C -0.80 0.79 -0.64
C 0.56 0.76 -0.55
O 1.17 -0.24 0.13
H -1.31 1.65 -1.10
Ir -0.27 -1.02 0.98



Record 33
7
Properties=species:S:1:pos:R:3 method="wB97M-V/def2-TZVPD" charge=-1 spin_multiplicity=1 relative_energy_kcal_mol=53.2
C 1.08 1.00 -0.98
O 0.53 0.71 0.34
C -0.20 -0.27 0.77
O 0.00 -1.38 -0.02
H 0.90 0.07 -1.56
K -1.77 1.94 1.07
H -0.54 -2.08 0.37



Record 34
8
Properties=species:S:1:pos:R:3 method="wB97M-V/def2-TZVPD" charge=+1 spin_multiplicity=1 relative_energy_kcal_mol=0.0
O -0.89 -1.02 1.28
C -1.45 -0.22 0.55
C -0.85 0.58 -0.42
O 1.41 -0.24 -0.07
Li 2.83 0.25 -0.96
Sn 1.01 -1.36 1.26
H -0.88 1.66 -0.19
H -1.17 0.35 -1.45



Record 35
6
Properties=species:S:1:pos:R:3 method="wB97M-V/def2-TZVPD" charge=0 smiles=C#C.N#N spin_multiplicity=1 relative_energy_kcal_mol=16.8
C -1.09 -0.13 0.53
C -0.87 0.06 -0.64
N 2.07 -0.50 -0.02
N 1.41 0.36 0.25
H -0.96 -0.13 1.55
H -0.56 0.34 -1.67



Record 36
7
Properties=species:S:1:pos:R:3 method="wB97M-V/def2-TZVPD" charge=0 smiles=N#CN1CO1 spin_multiplicity=1 relative_energy_kcal_mol=98.5
C -1.42 0.26 -0.07
C 0.95 -0.04 -0.04
N -2.44 0.57 0.36
N -0.29 -0.11 -0.65
O 0.42 -1.36 0.22
H 1.87 -0.08 -0.64
H 0.90 0.76 0.82



Record 37
7
Properties=species:S:1:pos:R:3 method="wB97M-V/def2-TZVPD" charge=0 spin_multiplicity=1 relative_energy_kcal_mol=132.8
O 0.39 2.00 0.54
C -0.19 1.06 0.06
C 0.01 -0.31 0.66
N 1.13 -0.94 0.09
N 0.33 -1.63 -0.56
H -0.96 1.15 -0.73
H -0.71 -1.33 -0.05



Record 38
7
Properties=species:S:1:pos:R:3 method="wB97M-V/def2-TZVPD" charge=0 spin_multiplicity=1 relative_energy_kcal_mol=36.7
C 1.75 -0.91 -0.62
C -1.95 -0.22 0.24
N 1.29 -0.86 0.48
N -1.10 -0.30 1.11
O -2.68 -0.38 -0.65
H 0.89 -1.01 1.38
H -0.61 0.29 1.76



Record 39
7
Properties=species:S:1:pos:R:3 method="wB97M-V/def2-TZVPD" charge=0 spin_multiplicity=1 relative_energy_kcal_mol=41.0
C 1.53 0.10 0.75
C -1.83 -0.09 0.05
N 1.23 0.55 -0.26
N -0.89 -0.62 -0.40
O -2.75 0.49 0.43
H 0.63 0.74 -1.01
H -0.18 -1.18 -0.15



Record 40
7
Properties=species:S:1:pos:R:3 method="wB97M-V/def2-TZVPD" charge=0 spin_multiplicity=1 relative_energy_kcal_mol=90.4
O 0.91 -1.96 0.30
C 0.96 -0.88 -0.24
C 0.51 0.30 0.50
N -0.67 0.52 0.68
N -1.72 1.11 0.42
H 1.40 -0.71 -1.24
H -1.40 1.63 -0.41